Record 1
144
Properties=species:S:1:pos:R:3:mulliken_charge:R:1 method="wB97M-V/def2-TZVPD" homo_ha=-0.438 charge=+1 homo_lumo_gap_ev=5.575 e_lumo_ev=-6.34
O -7.843 1.058 -4.786 -0.158
N -8.718 0.380 -4.375 0.157
O -8.339 -0.967 -4.282 -0.200
C -7.014 -0.979 -3.724 0.458
C -5.883 -1.469 -4.597 -0.155
C -4.558 -1.361 -3.849 -0.313
C -4.649 -0.816 -2.450 0.232
P -2.970 -0.625 -1.537 0.874
O -2.298 0.825 -2.185 -0.506
O -3.206 -0.525 0.139 -0.455
S -1.728 -2.060 -2.014 -0.340
N -5.736 -0.424 -1.695 -0.760
N -6.836 -0.548 -2.423 0.324
H -6.007 -1.831 -5.666 0.416
H -3.564 -1.655 -4.297 0.338
H -2.787 1.024 -3.020 0.361
H -4.144 -0.289 0.345 0.382
H -7.700 -0.268 -1.915 0.342
C -8.985 -3.818 -5.304 -0.883
C -9.316 -4.546 -4.016 -0.311
O -9.340 -5.963 -4.223 -0.307
C -8.137 -6.569 -4.246 0.352
O -7.089 -5.995 -4.110 -0.514
C -8.301 -8.075 -4.425 0.865
F -9.176 -8.382 -5.400 -0.239
F -8.754 -8.663 -3.302 -0.246
F -7.149 -8.684 -4.740 -0.232
H -9.676 -4.109 -6.098 0.393
H -9.043 -2.738 -5.163 0.234
H -7.979 -4.067 -5.652 0.259
H -10.315 -4.261 -3.680 0.374
H -8.620 -4.285 -3.213 0.292
C -1.307 2.816 -0.060 -0.586
C -0.049 3.464 -0.606 -0.329
O 0.084 4.809 -0.123 -0.358
C 0.572 4.941 1.124 0.370
O 0.886 4.020 1.828 -0.496
C 0.707 6.415 1.491 0.872
F -0.390 7.127 1.169 -0.251
F 1.741 6.995 0.854 -0.257
F 0.911 6.603 2.805 -0.222
H -2.184 3.428 -0.288 0.319
H -1.446 1.824 -0.488 -0.058
H -1.261 2.720 1.027 0.331
H -0.112 3.526 -1.693 0.340
H 0.842 2.878 -0.367 0.309
C -6.185 2.750 -9.857 -1.251
C -6.523 1.998 -8.583 0.010
O -6.557 0.579 -8.818 -0.328
C -5.363 -0.040 -8.852 0.392
O -4.308 0.513 -8.705 -0.504
C -5.548 -1.540 -9.057 0.756
F -6.426 -1.825 -10.033 -0.243
F -6.013 -2.144 -7.935 -0.251
F -4.410 -2.166 -9.382 -0.241
H -6.877 2.478 -10.657 0.360
H -6.235 3.826 -9.695 0.337
H -5.181 2.501 -10.207 0.324
H -7.520 2.283 -8.243 0.358
H -5.827 2.237 -7.775 0.229
C 1.679 3.691 4.886 -0.957
C 1.359 2.959 6.175 -0.318
O 1.308 1.539 5.957 -0.311
C 2.495 0.908 5.909 0.347
O 3.558 1.454 6.031 -0.514
C 2.294 -0.592 5.723 0.922
F 1.393 -0.877 4.761 -0.267
F 1.846 -1.182 6.848 -0.269
F 3.427 -1.230 5.381 -0.286
H 0.971 3.416 4.103 0.256
H 1.640 4.771 5.036 0.392
H 2.674 3.429 4.520 0.295
H 0.370 3.256 6.529 0.344
H 2.072 3.203 6.966 0.337
C 5.511 -2.831 6.529 -0.796
C 4.736 -4.048 6.993 -0.177
O 5.601 -5.188 7.122 -0.313
C 6.336 -5.244 8.247 0.348
O 6.309 -4.416 9.116 -0.511
C 7.169 -6.522 8.276 0.900
F 7.795 -6.756 7.106 -0.264
F 6.412 -7.609 8.526 -0.270
F 8.125 -6.497 9.218 -0.234
H 6.051 -3.049 5.604 0.303
H 4.838 -1.988 6.357 0.103
H 6.257 -2.532 7.269 0.336
H 3.984 -4.310 6.246 0.301
H 4.207 -3.857 7.930 0.315
C -6.285 9.368 -7.422 -1.253
C -6.622 8.606 -6.155 0.033
O -6.652 7.188 -6.405 -0.356
C -5.457 6.574 -6.443 0.094
O -4.403 7.128 -6.289 -0.505
C -5.636 5.076 -6.667 1.181
F -6.514 4.799 -7.653 -0.277
F -6.098 4.453 -5.561 -0.275
F -4.490 4.459 -6.998 -0.258
H -6.976 9.102 -8.225 0.330
H -6.339 10.444 -7.249 0.390
H -5.280 9.126 -7.774 0.331
H -7.615 8.884 -5.818 0.312
H -5.927 8.841 -5.345 0.278
C -10.347 9.034 0.262 -1.110
C -10.600 8.803 -1.215 -0.196
O -9.783 9.672 -2.016 -0.296
C -8.506 9.286 -2.188 0.248
O -8.030 8.287 -1.719 -0.515
C -7.771 10.270 -3.092 1.010
F -7.996 11.551 -2.751 -0.245
F -8.150 10.145 -4.383 -0.275
F -6.439 10.102 -3.068 -0.248
H -10.489 10.088 0.514 0.306
H -11.025 8.430 0.868 0.369
H -9.321 8.777 0.532 0.318
H -11.638 9.045 -1.451 0.322
H -10.441 7.758 -1.494 0.303
C 10.808 -7.811 9.602 -0.968
C 12.054 -8.328 10.293 -0.398
O 13.055 -8.698 9.331 -0.304
C 13.777 -7.687 8.815 0.380
O 13.628 -6.531 9.105 -0.514
C 14.829 -8.222 7.849 0.874
F 14.328 -9.134 6.994 -0.259
F 15.844 -8.826 8.496 -0.266
F 15.378 -7.255 7.093 -0.299
H 10.439 -8.542 8.879 0.306
H 10.022 -7.604 10.330 0.374
H 11.015 -6.892 9.049 0.339
H 11.813 -9.232 10.856 0.346
H 12.453 -7.601 11.005 0.325
C 16.323 -5.776 4.670 -0.955
C 16.074 -4.320 4.331 -0.298
O 16.465 -4.034 2.978 -0.308
C 15.587 -4.392 2.024 0.362
O 14.531 -4.923 2.240 -0.505
C 16.104 -3.990 0.646 0.875
F 17.397 -4.322 0.466 -0.245
F 16.020 -2.659 0.450 -0.251
F 15.419 -4.569 -0.352 -0.241
H 17.364 -6.043 4.474 0.320
H 16.099 -5.972 5.719 0.352
H 15.705 -6.436 4.057 0.309
H 16.686 -3.685 4.974 0.341
H 15.031 -4.038 4.499 0.318

Record 2
103
Properties=species:S:1:pos:R:3:mulliken_charge:R:1 method="wB97M-V/def2-TZVPD" relative_energy_kcal_mol=27.1 homo_ha=-0.586 charge=+3 homo_lumo_gap_ev=5.884 e_lumo_ev=-10.07
Ta 0.080 -0.066 -0.179 0.612
O -1.425 -1.042 -0.409 0.333
C -2.725 -1.159 -0.638 0.545
C -3.425 -2.351 -0.442 -0.852
C -4.788 -2.404 -0.670 -0.828
C -5.468 -1.267 -1.092 -1.125
C -4.791 -0.083 -1.296 -0.618
C -3.408 0.007 -1.075 0.335
C -2.678 1.238 -1.290 0.579
N -1.388 1.491 -0.983 0.719
C -1.124 2.776 -1.383 -0.498
C -2.251 3.315 -1.922 -1.450
N -3.206 2.344 -1.853 -0.015
H -2.879 -3.216 -0.098 0.581
H -5.324 -3.328 -0.518 0.500
H -6.531 -1.312 -1.266 0.533
H -5.351 0.782 -1.616 0.498
H -0.161 3.228 -1.234 0.696
H -2.454 4.290 -2.320 0.589
H -4.159 2.440 -2.175 0.206
N 4.426 0.939 0.107 -0.027
C 3.142 1.046 0.452 -1.310
N 2.406 0.023 0.029 1.176
C 3.297 -0.825 -0.623 0.064
C 3.125 -2.079 -1.212 -0.261
C 4.236 -2.671 -1.783 -1.375
C 5.493 -2.057 -1.778 -0.829
C 5.688 -0.830 -1.181 -1.099
C 4.579 -0.236 -0.593 0.593
H 5.169 1.586 0.339 0.324
H 2.749 1.869 1.023 0.657
H 2.179 -2.601 -1.176 0.886
H 4.144 -3.646 -2.237 0.619
H 6.330 -2.563 -2.234 0.477
H 6.658 -0.360 -1.163 0.531
C 1.679 -4.503 1.563 -2.079
C 1.683 -3.168 2.233 0.362
C 2.516 -2.944 3.324 -0.576
C 2.542 -1.716 3.974 0.469
C 3.352 -1.529 5.208 -1.714
C 1.784 -0.662 3.460 -0.415
C 0.886 -0.863 2.416 -0.382
C 0.835 -2.143 1.818 0.274
N 0.065 0.127 1.827 0.656
C -0.790 1.030 2.645 1.357
C -2.253 0.692 2.306 -0.694
C -3.215 1.683 2.966 0.307
C -2.892 3.096 2.484 -1.043
C -1.460 3.444 2.878 0.289
C -1.298 3.353 4.394 -1.572
C -1.622 1.929 4.845 0.341
C -3.066 1.605 4.483 -1.550
C -0.648 0.949 4.173 -1.848
C -0.479 2.473 2.215 -0.815
H 1.453 -5.290 2.280 0.541
H 2.671 -4.714 1.163 0.395
H 0.953 -4.559 0.757 0.298
H 3.137 -3.750 3.684 0.546
H 4.317 -2.022 5.146 0.436
H 2.823 -1.984 6.045 0.349
H 3.503 -0.480 5.438 0.396
H 1.930 0.318 3.880 0.488
H 0.004 -2.404 1.158 0.952
H -2.466 -0.322 2.650 0.547
H -2.397 0.723 1.223 -0.497
H -4.238 1.422 2.681 0.464
H -3.580 3.811 2.936 0.650
H -3.013 3.159 1.399 0.188
H -1.232 4.462 2.549 0.349
H -1.972 4.059 4.877 0.569
H -0.280 3.620 4.676 0.521
H -1.488 1.852 5.928 0.330
H -3.735 2.322 4.960 0.569
H -3.337 0.608 4.832 0.504
H -0.836 -0.071 4.510 0.412
H 0.352 1.239 4.483 0.449
H 0.541 2.729 2.510 0.259
H -0.550 2.549 1.121 -0.134
C 0.653 -2.958 -4.986 -1.014
C 1.823 -2.010 -4.831 -0.214
O 1.494 -0.792 -4.134 -0.322
P 0.775 -0.652 -2.730 -0.450
O 1.299 0.893 -2.343 0.095
C 2.212 1.738 -3.097 -0.469
C 1.513 2.577 -4.151 -1.157
O -0.782 -0.341 -3.047 0.184
C -1.281 0.218 -4.290 -0.269
C -2.699 -0.259 -4.533 -1.255
H 0.986 -3.833 -5.539 0.470
H -0.161 -2.504 -5.546 0.268
H 0.284 -3.274 -4.009 0.281
H 2.173 -1.669 -5.807 0.408
H 2.648 -2.497 -4.307 0.216
H 2.980 1.109 -3.555 0.330
H 2.677 2.385 -2.345 0.381
H 1.095 1.947 -4.931 0.246
H 2.251 3.238 -4.599 0.510
H 0.728 3.189 -3.713 0.231
H -0.621 -0.096 -5.102 0.680
H -1.235 1.310 -4.208 0.113
H -2.754 -1.345 -4.507 0.324
H -3.015 0.084 -5.514 0.513
H -3.384 0.131 -3.783 0.185

Record 3
102
Properties=species:S:1:pos:R:3:mulliken_charge:R:1 method="wB97M-V/def2-TZVPD" relative_energy_kcal_mol=4.1 homo_ha=-0.660 charge=+4 homo_lumo_gap_ev=5.355 e_lumo_ev=-12.62
Pb -0.435 0.401 -0.026 1.575
C -4.063 -2.975 -1.290 -1.159
N -2.623 -2.831 -1.010 0.293
C -2.256 -2.930 0.403 -0.711
C -1.704 -2.717 -1.960 -0.523
N -0.530 -1.979 -1.669 0.802
C 0.621 -2.561 -1.701 1.256
C 0.817 -4.007 -1.692 -1.191
C 2.048 -4.533 -1.727 -0.849
C 3.247 -3.691 -1.771 -0.879
C 3.170 -2.354 -1.788 -0.962
C 1.876 -1.678 -1.767 0.960
N 1.715 -0.398 -1.814 0.726
C 2.791 0.433 -2.208 -0.318
N 3.231 1.342 -1.354 0.317
C 3.808 2.635 -1.763 -1.347
C 3.036 1.197 0.084 -1.173
N 3.241 0.312 -3.448 0.220
C 2.473 -0.353 -4.508 -1.053
C 4.608 0.707 -3.846 -1.165
N -1.867 -3.139 -3.203 0.129
C -1.104 -2.588 -4.331 -0.890
C -2.711 -4.301 -3.553 -1.204
H -4.587 -2.301 -0.614 0.363
H -4.409 -3.991 -1.109 0.408
H -4.274 -2.682 -2.312 0.409
H -2.931 -2.308 0.992 0.340
H -1.225 -2.613 0.555 -0.115
H -2.350 -3.961 0.745 0.354
H -0.053 -4.647 -1.630 0.590
H 2.180 -5.607 -1.704 0.531
H 4.213 -4.180 -1.777 0.517
H 4.069 -1.752 -1.800 0.586
H 4.880 2.668 -1.578 0.351
H 3.315 3.405 -1.169 0.440
H 3.594 2.822 -2.809 0.481
H 2.940 0.153 0.367 0.376
H 2.169 1.781 0.418 0.177
H 3.907 1.604 0.597 0.544
H 1.412 -0.329 -4.279 0.269
H 2.815 -1.380 -4.645 0.342
H 2.641 0.194 -5.435 0.507
H 5.234 0.828 -2.968 0.390
H 4.603 1.620 -4.438 0.400
H 5.005 -0.104 -4.455 0.419
H -0.809 -1.564 -4.121 0.140
H -1.753 -2.592 -5.204 0.516
H -0.231 -3.207 -4.544 0.310
H -3.010 -4.835 -2.658 0.427
H -2.100 -4.961 -4.168 0.400
H -3.586 -3.994 -4.124 0.407
C 1.305 -1.839 2.107 -1.315
C 0.861 -0.974 3.284 0.537
C 1.833 0.174 3.540 -1.433
C -0.598 -0.495 3.203 -0.040
C -1.097 0.010 4.562 -0.722
O -1.457 1.386 4.313 -0.395
C -1.295 1.663 3.039 0.883
N -0.845 0.681 2.303 -0.009
C -1.691 3.057 2.708 -0.235
C -1.892 3.892 3.810 -1.051
C -2.373 5.186 3.666 -0.841
C -2.703 5.662 2.411 -0.829
C -2.503 4.850 1.303 -0.679
C -1.974 3.566 1.423 0.823
P -1.719 2.765 -0.169 0.417
C -3.293 2.790 -1.028 1.034
C -4.356 2.127 -0.404 -0.905
C -5.617 2.167 -0.973 -0.745
C -5.818 2.861 -2.163 -0.625
C -4.764 3.516 -2.782 -0.735
C -3.494 3.483 -2.219 -0.198
C -0.459 3.674 -1.089 0.585
C -0.126 3.185 -2.361 -0.422
C 0.774 3.872 -3.159 -0.902
C 1.370 5.037 -2.685 -0.846
C 1.081 5.500 -1.409 -0.809
C 0.167 4.823 -0.609 -0.612
H 2.306 -2.234 2.286 0.549
H 1.367 -1.274 1.169 -0.114
H 0.640 -2.693 1.953 0.354
H 0.871 -1.635 4.157 0.459
H 1.792 0.915 2.736 0.082
H 2.856 -0.195 3.611 0.460
H 1.625 0.700 4.472 0.437
H -1.228 -1.322 2.863 0.210
H -0.330 0.010 5.333 0.389
H -1.983 -0.500 4.933 0.330
H -1.682 3.526 4.802 0.590
H -2.510 5.804 4.543 0.467
H -3.113 6.656 2.287 0.493
H -2.771 5.230 0.323 0.572
H -4.212 1.621 0.546 0.412
H -6.450 1.681 -0.482 0.504
H -6.807 2.903 -2.599 0.447
H -4.931 4.071 -3.695 0.481
H -2.684 4.017 -2.698 0.472
H -0.613 2.295 -2.754 0.730
H 0.989 3.524 -4.161 0.581
H 2.051 5.592 -3.316 0.484
H 1.547 6.404 -1.041 0.497
H -0.064 5.207 0.376 0.452

Record 4
102
Properties=species:S:1:pos:R:3:mulliken_charge:R:1 method="wB97M-V/def2-TZVPD" relative_energy_kcal_mol=8.9 homo_ha="0.010 / 0.025" charge=-2 homo_lumo_gap_ev="3.248 / 2.846" e_lumo_ev="3.52 / 3.52"
Pb 0.079 -0.044 0.550 0.381
C 1.788 4.290 0.193 -0.934
C 0.733 5.213 0.307 -0.329
C -0.528 4.765 0.577 -0.711
C -0.796 3.367 0.742 0.049
N 0.237 2.503 0.600 0.174
C 1.468 2.963 0.354 -0.271
N -2.060 3.032 1.026 -0.486
C -2.600 1.833 1.272 -0.879
N -2.099 0.549 1.223 0.142
C -3.109 -0.339 1.533 -0.755
N -3.162 -1.671 1.592 -0.445
C -2.196 -2.583 1.418 0.112
C -2.581 -3.954 1.569 -0.687
C -1.670 -4.961 1.423 -0.267
C -0.331 -4.648 1.128 -0.970
C -0.022 -3.315 0.997 -0.402
N -0.902 -2.315 1.119 0.219
C -4.313 0.415 1.807 0.307
C -5.604 0.023 2.164 -0.125
C -6.562 1.001 2.351 -0.574
C -6.243 2.366 2.184 -0.600
C -4.965 2.755 1.830 -0.105
C -3.997 1.767 1.642 0.565
H 2.807 4.599 0.000 0.401
H 0.922 6.274 0.187 0.350
H -1.368 5.439 0.688 0.448
H 2.239 2.196 0.289 0.545
H -3.619 -4.145 1.808 0.424
H -1.976 -5.995 1.539 0.346
H 0.430 -5.410 1.022 0.402
H 1.001 -3.000 0.794 0.526
H -5.833 -1.030 2.286 0.488
H -7.573 0.721 2.631 0.370
H -7.012 3.115 2.339 0.372
H -4.703 3.798 1.697 0.488
C -2.385 0.461 -4.846 -1.237
As -1.627 0.072 -3.060 0.417
C -0.521 1.687 -2.968 -0.804
C -0.226 -1.133 -3.728 -0.859
H -1.593 0.726 -5.550 0.295
H -3.095 1.286 -4.776 0.382
H -2.915 -0.419 -5.215 0.383
H 0.038 1.831 -3.896 0.462
H 0.173 1.589 -2.134 -0.011
H -1.151 2.557 -2.779 0.375
H 0.351 -0.652 -4.522 0.320
H -0.683 -2.047 -4.111 0.481
H 0.437 -1.391 -2.903 -0.068
C 1.312 -0.153 2.341 -1.443
C 1.764 -0.100 3.643 1.386
C 1.466 -1.128 4.630 -0.656
C 1.979 -1.101 5.907 -0.260
C 2.825 -0.072 6.359 -0.596
C 3.120 0.948 5.441 -0.332
C 2.627 0.951 4.153 -0.672
H 0.814 -1.939 4.321 0.364
H 1.714 -1.905 6.591 0.306
H 3.217 -0.059 7.369 0.317
H 3.762 1.770 5.754 0.295
H 2.882 1.762 3.477 0.338
C 7.069 -0.422 -3.855 -1.751
C 5.784 0.031 -3.137 2.525
C 6.087 1.317 -2.356 -2.061
C 4.740 0.411 -4.198 -1.854
Si 5.145 -1.331 -1.936 -1.304
Br 3.018 -0.741 -1.471 0.506
C 6.025 -1.334 -0.234 2.584
C 7.556 -1.314 -0.405 -1.815
C 5.649 -2.588 0.568 -1.903
C 5.599 -0.136 0.634 -1.902
C 5.014 -3.064 -2.758 2.580
C 4.538 -2.931 -4.211 -2.042
C 6.382 -3.775 -2.762 -1.737
C 3.992 -3.966 -2.049 -1.885
H 7.459 0.403 -4.466 0.531
H 6.883 -1.264 -4.527 0.274
H 7.857 -0.716 -3.157 0.256
H 6.371 2.104 -3.066 0.596
H 6.910 1.199 -1.653 0.327
H 5.210 1.667 -1.805 0.337
H 5.162 1.206 -4.828 0.518
H 3.826 0.793 -3.741 0.321
H 4.467 -0.416 -4.850 0.321
H 7.921 -2.155 -1.002 0.274
H 8.029 -1.380 0.582 0.532
H 7.908 -0.392 -0.873 0.273
H 5.995 -3.509 0.098 0.365
H 4.570 -2.654 0.732 0.242
H 6.124 -2.525 1.554 0.600
H 5.888 0.823 0.208 0.251
H 6.088 -0.226 1.611 0.548
H 4.522 -0.120 0.815 0.360
H 5.260 -2.411 -4.841 0.310
H 3.578 -2.410 -4.274 0.272
H 4.403 -3.936 -4.630 0.597
H 7.152 -3.194 -3.276 0.281
H 6.292 -4.738 -3.281 0.514
H 6.737 -3.982 -1.750 0.272
H 2.999 -3.515 -2.027 0.290
H 4.270 -4.208 -1.027 0.331
H 3.919 -4.910 -2.605 0.513

Number 1: electronic energy -185292.826 eV. Number 2: electronic energy -68785.481 eV. Number 3: electronic energy -69301.720 eV. Number 4: electronic energy -193796.570 eV.